1.
The following is a DFT calculation (the ωB97M-V functional and the def2-TZVPD basis) of a structure of composition C3H4IrO3 in a non-equilibrium geometry.

As for the expectation value of S²: 8.77. The strongest force on any atom is 2.4 eV/Å. The value obtained for the total energy is -445.58170 Ha. As for the total charge: +2. The calculation puts the HOMO-LUMO gap (spin up / spin down) at 8.6 / 5.1 eV. The energy above the lowest of the compared OMol25 structures with the same formula, charge and spin comes out at 69.9 kcal per mole. As for the spin multiplicity: 6. The value obtained for the LUMO energy (spin up / spin down) is -0.368 / -0.519 Eh.

Geometry as XYZ:
```
11
Properties=species:S:1:pos:R:3:lowdin_charge:R:1
C -1.6735 -0.9043 0.0516 0.122
C -0.4360 -1.4618 0.1443 0.098
O 0.6541 -0.6013 0.2423 -0.225
C 1.8869 -0.9576 -0.1029 0.042
O 2.4549 0.2408 -0.2307 -0.054
Ir 0.7877 1.5079 -0.0477 1.727
H -2.4185 -1.4013 -0.5714 0.119
H -2.0458 -0.3848 0.9459 0.115
H 3.4113 0.2128 -0.3803 0.184
O -0.9776 1.7254 -0.3354 -0.224
H -1.6435 2.0243 0.2841 0.097
```

=====

2.
The following is a DFT calculation (the ωB97M-V functional and the def2-TZVPD basis) of a structure of composition C3H4LaO3 in a non-equilibrium geometry.

The strongest force on any atom is 4.0 eV/Å. The value obtained for the total energy is -373.60432 Ha. As for the total charge: +1. The calculation puts the HOMO-LUMO gap (spin up / spin down) at 5.5 / 5.5 eV. The energy above the lowest of the compared OMol25 structures with the same formula, charge and spin comes out at 93.5 kcal per mole. As for the spin multiplicity: 1. The value obtained for the LUMO energy (spin up / spin down) is -0.193 / -0.193 Eh.

Geometry as XYZ:
```
11
Properties=species:S:1:pos:R:3:lowdin_charge:R:1
H 3.0278 -1.3260 0.0934 0.123
O -1.6057 1.9603 0.0393 -0.340
O 2.3619 0.5672 0.3200 -0.251
C 2.3183 -0.5443 -0.2262 0.022
C -1.6242 -0.6512 -0.1868 -0.152
O -2.3441 -0.1705 0.9482 -0.068
C -1.2877 0.7062 0.4693 -0.636
H 1.8539 -0.6340 -1.2241 0.121
H -1.3054 -1.6930 -0.0492 0.101
H -2.0636 -0.5151 -1.1855 0.103
La 0.6689 2.3004 1.0018 1.977
```

=====

3.
The following is a DFT calculation (the ωB97M-V functional and the def2-TZVPD basis) of a structure of composition C3H4LiO3 in a non-equilibrium geometry.

The strongest force on any atom is 5.1 eV/Å. The value obtained for the total energy is -349.69466 Ha. As for the total charge: -1. The calculation puts the HOMO-LUMO gap (spin up / spin down) at 3.4 / 3.5 eV. The energy above the lowest of the compared OMol25 structures with the same formula, charge and spin comes out at 197.1 kcal per mole. As for the spin multiplicity: 1. The value obtained for the LUMO energy (spin up / spin down) is 0.097 / 0.094 Eh.

Geometry as XYZ:
```
11
Properties=species:S:1:pos:R:3:lowdin_charge:R:1
C -0.6556 0.1126 -0.4168 -0.431
O 1.5325 -0.5868 0.4828 -0.015
C 1.4941 0.7003 0.3339 -0.773
C -0.1859 -1.0884 0.2210 -0.144
O 0.4608 1.0242 -0.4940 -0.159
O 1.6936 1.5223 1.2289 0.002
H -1.7990 0.0579 -1.2012 0.147
H -0.4631 -1.3122 1.2595 0.081
H -0.2222 -1.9870 -0.4000 0.063
H -0.4736 -0.4171 -2.0937 0.042
Li -1.3816 1.9742 1.0797 0.186
```